{"formula": "C38H100N6O13", "method": "ωB97M-V/def2-TZVPD", "gap_ev": 8.82, "max_force_ha_per_bohr": 0.0526, "relative_energy_kj_mol": 640.6, "spin_multiplicity": 1, "species": ["C", "O", "C", "C", "C", "N", "H", "H", "H", "H", "H", "H", "H", "H", "H", "H", "H", "C", "O", "C", "C", "C", "N", "H", "H", "H", "H", "H", "H", "H", "H", "H", "H", "H", "C", "O", "C", "C", "N", "C", "C", "O", "C", "H", "H", "H", "H", "H", "H", "H", "H", "H", "H", "H", "H", "H", "H", "H", "C", "O", "C", "C", "N", "C", "C", "O", "C", "H", "H", "H", "H", "H", "H", "H", "H", "H", "H", "H", "H", "H", "H", "H", "C", "O", "C", "C", "N", "C", "C", "O", "C", "H", "H", "H", "H", "H", "H", "H", "H", "H", "H", "H", "H", "H", "H", "H", "C", "O", "C", "C", "N", "C", "C", "O", "C", "H", "H", "H", "H", "H", "H", "H", "H", "H", "H", "H", "H", "H", "H", "H", "C", "C", "O", "H", "H", "H", "H", "H", "H", "C", "C", "O", "H", "H", "H", "H", "H", "H", "C", "C", "O", "H", "H", "H", "H", "H", "H"], "positions_angstrom": [[18.10553, 4.81392, -17.78535], [16.98554, 5.67924, -17.79789], [17.24485, 7.10124, -17.97292], [15.99819, 7.70047, -17.36313], [15.98942, 9.21945, -17.60730], [15.92858, 7.51054, -15.89634], [18.61116, 4.80070, -16.80733], [18.80174, 5.20988, -18.52872], [17.80446, 3.77496, -17.90690], [18.10785, 7.36540, -17.35369], [17.37247, 7.26975, -19.04053], [15.12274, 7.19916, -17.78208], [16.69240, 9.65086, -16.88865], [15.04001, 9.71132, -17.38976], [16.29557, 9.50445, -18.61470], [16.08406, 6.53149, -15.68395], [14.97116, 7.77081, -15.68644], [20.86392, 9.27436, -16.67830], [20.13282, 9.58353, -15.51955], [20.67589, 10.57589, -14.66815], [19.61638, 11.16986, -13.74807], [18.89634, 10.08743, -12.88193], [18.57056, 11.99690, -14.39109], [21.56822, 8.47790, -16.43089], [21.29726, 10.15578, -17.15853], [20.19111, 8.81041, -17.40315], [21.57818, 10.34290, -14.09990], [20.83764, 11.38228, -15.40247], [20.20310, 11.76906, -13.04357], [18.69732, 9.25308, -13.54466], [18.11221, 10.58723, -12.32570], [19.68930, 9.80066, -12.18132], [18.94741, 12.92580, -14.55627], [18.45487, 11.50030, -15.27449], [14.96634, 8.90723, -12.54683], [14.47052, 9.87126, -13.45161], [15.53150, 10.70806, -13.90186], [15.01729, 11.75157, -14.86865], [14.14041, 12.77716, -14.32519], [12.74300, 12.32280, -14.16826], [11.95291, 13.48689, -13.53917], [12.68966, 13.90253, -12.38700], [11.86167, 14.53433, -11.44544], [15.36568, 9.32751, -11.61523], [15.79285, 8.33879, -12.99006], [14.12608, 8.25033, -12.32418], [16.35878, 10.12351, -14.31109], [15.81223, 11.32839, -13.03615], [14.62275, 11.34390, -15.80546], [15.90532, 12.22614, -15.30891], [14.39002, 13.00569, -13.36702], [12.61977, 11.48792, -13.47636], [12.30321, 12.09224, -15.13826], [10.95134, 13.16855, -13.23625], [11.91938, 14.34682, -14.21695], [11.15432, 15.30450, -11.78312], [12.48891, 15.06489, -10.72840], [11.22342, 13.79862, -10.94176], [26.11731, 17.64692, -11.97869], [25.08076, 17.42068, -12.92498], [23.95364, 18.21374, -12.58012], [22.97905, 18.24099, -13.74070], [22.44068, 16.87197, -13.91939], [21.38769, 16.90547, -14.92309], [20.83870, 15.50107, -15.19201], [20.03769, 15.51509, -16.34880], [20.22684, 14.40341, -17.20359], [26.58783, 18.61578, -12.16820], [26.82724, 16.84488, -12.20401], [25.96465, 17.55932, -10.89861], [24.24554, 19.26292, -12.40041], [23.47510, 18.00196, -11.61992], [23.39302, 18.57556, -14.69743], [22.13722, 18.88871, -13.48980], [23.20504, 16.26847, -14.20065], [21.67074, 17.41656, -15.85216], [20.54820, 17.47204, -14.51054], [20.33204, 15.16477, -14.28041], [21.61932, 14.74225, -15.33793], [20.15774, 13.50272, -16.58222], [21.24114, 14.41143, -17.61653], [19.50792, 14.33968, -18.01310], [23.42113, 13.01441, -13.62077], [24.71756, 12.66989, -13.18711], [25.59490, 12.29141, -14.24516], [25.22173, 11.02287, -15.02741], [25.02448, 9.81573, -14.23836], [24.33901, 8.76923, -14.97871], [24.08267, 7.54804, -14.10513], [22.88042, 7.63127, -13.35518], [22.77309, 6.58572, -12.45047], [22.96486, 13.50809, -12.76229], [22.81712, 12.20071, -14.03133], [23.45591, 13.76942, -14.41956], [26.52597, 11.97537, -13.77042], [25.69880, 13.15304, -14.90393], [26.02007, 10.83577, -15.74704], [24.31104, 11.28609, -15.59338], [24.44527, 10.06208, -13.44549], [24.90876, 8.41171, -15.83794], [23.38634, 9.16530, -15.35713], [24.90770, 7.31971, -13.42013], [23.99210, 6.63973, -14.71844], [21.88952, 6.55435, -11.81837], [23.65628, 6.51553, -11.78868], [22.87316, 5.63254, -13.00624], [19.18207, 13.13270, -7.24031], [19.06888, 13.76411, -8.49190], [18.84033, 12.84828, -9.57521], [18.63628, 13.64006, -10.83243], [17.43447, 14.50575, -10.84478], [17.05084, 14.75919, -12.25219], [17.60690, 16.01609, -12.91125], [17.50704, 17.12340, -12.04070], [16.16604, 17.59725, -11.96776], [18.94690, 13.78026, -6.39355], [20.20770, 12.76697, -7.10520], [18.41397, 12.34469, -7.23424], [17.92300, 12.31969, -9.29751], [19.65849, 12.12838, -9.65432], [18.64682, 12.86574, -11.60956], [19.51119, 14.24908, -11.09297], [17.82935, 15.39839, -10.55506], [15.95369, 14.75640, -12.25413], [17.21546, 13.91174, -12.92805], [17.15652, 16.14245, -13.90218], [18.66106, 15.83803, -13.14319], [15.71442, 17.60891, -12.96180], [16.16785, 18.63239, -11.62820], [15.56920, 17.01247, -11.26752], [21.84330, 5.79277, -16.75989], [22.17583, 4.45250, -17.39594], [21.36217, 4.24699, -18.57172], [20.80911, 6.05998, -16.97435], [22.58038, 6.54100, -17.03797], [21.81401, 5.60993, -15.68084], [21.92083, 3.64897, -16.70629], [23.22021, 4.39020, -17.70059], [21.92272, 4.26049, -19.35040], [18.61195, 6.47038, -13.82915], [19.29736, 5.22467, -13.37250], [18.53963, 4.02188, -13.72358], [19.12526, 7.32964, -13.38097], [17.57894, 6.65614, -13.54381], [18.79084, 6.74914, -14.87040], [19.34987, 5.12075, -12.28406], [20.27715, 5.03020, -13.81667], [19.02337, 3.28591, -13.34095], [22.16319, 9.85688, -9.85841], [22.76562, 10.35777, -11.17828], [23.66931, 11.39847, -10.85541], [21.75502, 8.87166, -10.09541], [21.45149, 10.53428, -9.39015], [22.96129, 9.76096, -9.12015], [21.94910, 10.80877, -11.76066], [23.32389, 9.54666, -11.64856], [24.02745, 11.83842, -11.65607]], "lowdin_charge": [-0.1027, -0.2208, -0.1644, -0.4240, -0.0579, 0.0595, 0.0723, 0.0751, 0.0902, 0.1130, 0.1291, 0.1367, 0.0661, 0.0640, 0.0740, 0.0696, 0.0779, -0.0959, -0.1870, -0.2048, -0.4082, -0.0309, 0.0768, 0.0549, 0.0938, 0.0813, 0.1027, 0.1086, 0.1129, 0.0476, 0.0638, 0.0715, 0.0578, 0.0767, -0.1147, -0.1971, -0.2322, -0.2242, -0.0371, -0.1928, -0.2096, -0.2094, -0.1317, 0.0875, 0.0641, 0.0885, 0.0960, 0.1175, 0.1022, 0.1000, 0.0845, 0.1084, 0.1181, 0.1163, 0.1226, 0.0861, 0.0852, 0.0873, -0.1199, -0.1758, -0.2460, -0.1980, -0.0606, -0.2100, -0.2345, -0.1837, -0.0981, 0.0867, 0.0868, 0.0897, 0.1171, 0.1271, 0.1205, 0.1209, 0.0943, 0.1220, 0.1202, 0.1014, 0.0963, 0.0591, 0.0901, 0.0896, -0.1030, -0.2078, -0.1800, -0.2207, -0.0372, -0.1948, -0.2136, -0.2053, -0.1416, 0.1091, 0.0677, 0.0776, 0.1284, 0.1252, 0.1232, 0.1068, 0.0859, 0.1247, 0.0952, 0.1263, 0.1075, 0.0856, 0.0924, 0.0855, -0.1206, -0.1996, -0.2129, -0.2133, -0.0067, -0.2157, -0.2240, -0.1848, -0.0960, 0.0828, 0.0868, 0.0841, 0.1214, 0.1071, 0.0884, 0.1270, 0.0982, 0.0997, 0.0935, 0.1271, 0.0973, 0.0896, 0.0850, 0.0858, -0.0816, -0.2808, -0.0919, 0.0613, 0.0671, 0.0602, 0.1063, 0.1100, 0.0753, -0.0768, -0.2876, -0.1074, 0.0531, 0.0697, 0.0653, 0.1097, 0.0923, 0.0667, -0.0648, -0.3111, -0.0895, 0.0662, 0.0550, 0.0776, 0.0920, 0.0939, 0.0418]}